Arrangement P

Density functional theory data (ωB97M-V/def2-TZVPD) for an isolated molecule of C3H3N3O.

Each line ends with the Löwdin charge.
Positions of all 10 atoms, in Å:
O  -0.66  -1.89  -0.65  0.100
C  -0.09  -0.76  -0.25  -0.393
C  0.27  -0.58  1.10  -0.059
N  0.36  0.64  1.58  0.032
N  0.27  1.69  0.75  0.014
C  0.23  1.43  -0.54  -0.199
N  0.01  0.24  -1.10  0.148
H  -1.16  -1.65  -1.45  0.127
H  0.43  -1.40  1.79  0.120
H  0.33  2.28  -1.22  0.109

Computed properties:
**M**: 97.1 g/mol
**Structure (SMILES)**: Oc1cnncn1
**Highest occupied orbital energy**: -9.75 eV
**Kohn-Sham gap**: 9.99 eV



Arrangement Q

Density functional theory data (ωB97M-V/def2-TZVPD) for a structure of composition C3H3N3O.

Each line ends with the Löwdin charge.
Positions of all 10 atoms, in Å:
N  2.19  -0.16  -0.02  0.145
C  0.94  -0.07  -0.07  -0.362
N  0.38  1.39  -0.67  0.057
N  -0.72  1.72  -0.54  0.137
O  -2.49  -0.80  0.95  0.105
C  -1.43  -0.48  0.49  -0.305
C  -0.13  -0.90  0.29  -0.055
H  2.66  0.59  -0.53  0.063
H  -1.44  0.68  -0.09  0.079
H  0.03  -1.96  0.20  0.135

Computed properties:
**M**: 97.1 g/mol
**Highest occupied orbital energy (spin up / spin down)**: -9.34 / -9.34 eV
**Kohn-Sham gap (spin up / spin down)**: 8.18 / 8.18 eV



Best to worst by energy: arrangement P, arrangement Q.



Arrangement P

Density functional theory data (ωB97M-V/def2-TZVPD) for a structure of composition C3H3N3O.

Each line ends with the Löwdin charge.
Positions of all 10 atoms, in Å:
C  1.41  1.03  0.21  -0.129
C  -0.14  -0.58  -0.95  -0.191
C  -1.56  -0.55  0.48  -0.140
H  2.17  1.37  -0.69  0.179
H  0.59  -0.74  -1.77  0.124
H  -2.70  -0.92  0.72  0.159
N  0.59  -0.25  0.33  -0.090
N  -1.33  -0.90  -0.85  0.072
N  -0.42  -0.22  1.24  0.057
O  1.38  1.75  1.29  -0.040

Computed properties:
**M**: 97.1 g/mol
**Highest occupied orbital energy**: -10.25 eV
**Kohn-Sham gap**: 10.04 eV



Arrangement Q

Density functional theory data (ωB97M-V/def2-TZVPD) for an isolated molecule of C3H3N3O.

Each line ends with the Löwdin charge.
Positions of all 10 atoms, in Å:
N  -1.45  0.55  1.24  0.001
C  -0.46  0.17  0.45  -0.237
N  -2.38  0.37  -0.43  0.144
N  -1.54  -0.24  -0.95  0.081
O  0.89  -1.50  -1.50  0.023
C  1.50  -0.81  -0.72  -0.288
C  0.86  0.05  0.28  -0.043
H  -1.51  1.56  1.36  0.074
H  2.61  -0.79  -0.69  0.118
H  1.47  0.63  0.97  0.127

Computed properties:
**M**: 97.1 g/mol
**Highest occupied orbital energy (spin up / spin down)**: -8.86 / -8.89 eV
**Kohn-Sham gap (spin up / spin down)**: 7.13 / 7.16 eV



Arrangement R

Density functional theory data (ωB97M-V/def2-TZVPD) for an isolated molecule of C3H3N3O.

Each line ends with the Löwdin charge.
Positions of all 10 atoms, in Å:
O  2.18  -0.54  -0.12  0.077
C  1.36  0.34  -0.12  -0.365
N  0.18  0.12  0.32  -0.016
C  -0.20  -1.14  0.06  -0.154
N  -1.52  -1.25  -0.12  0.084
N  -2.07  0.11  -0.10  0.062
C  -1.10  0.84  0.04  -0.143
H  1.53  1.52  -0.10  0.177
H  0.46  -1.91  0.37  0.130
H  -0.83  1.92  -0.24  0.148

Computed properties:
**M**: 97.1 g/mol
**Structure (SMILES)**: O=Cn1cnnc1
**Highest occupied orbital energy**: -10.75 eV
**Kohn-Sham gap**: 10.79 eV



Arrangement S

Density functional theory data (ωB97M-V/def2-TZVPD) for a cluster of 2 separate species, C3H3N3O in total.

Each line ends with the Löwdin charge.
Positions of all 10 atoms, in Å:
N  -1.85  -0.69  -1.12  0.197
C  -0.70  -0.34  -1.00  -0.179
C  0.53  0.13  -0.92  -0.087
C  0.79  1.26  -0.03  -0.326
O  -0.04  1.78  0.68  0.004
H  -2.23  -1.39  -0.48  0.088
H  1.33  -0.33  -1.49  0.101
H  1.84  1.62  -0.04  0.115
N  -0.34  -1.26  2.01  0.036
N  0.54  -0.98  2.61  0.051

Computed properties:
**M**: 97.1 g/mol
**Structure (SMILES)**: N=C=CC=O.N#N
**Highest occupied orbital energy**: -9.66 eV
**Kohn-Sham gap**: 10.14 eV



Best to worst by energy: arrangement S, arrangement R, arrangement P, arrangement Q.



Arrangement P

Density functional theory data (ωB97M-V/def2-TZVPD) for a cluster of 5 separate species, C3H16O5 in total.

Each line ends with the Löwdin charge.
Positions of all 24 atoms, in Å:
C  -2.07  0.63  -1.95  -0.045
C  -1.61  1.19  -0.59  -0.427
C  -1.39  2.71  -0.57  -0.050
O  -0.28  0.64  -0.39  -0.105
H  -1.62  -0.38  -2.00  0.071
H  -1.56  1.12  -2.77  0.081
H  -3.13  0.40  -2.10  0.085
H  -2.25  0.88  0.23  0.135
H  -2.30  3.31  -0.67  0.081
H  -0.68  2.99  -1.33  0.076
H  -0.90  2.86  0.40  0.074
H  0.01  0.28  -1.23  0.083
O  -0.25  -3.00  -1.49  -0.072
H  -0.67  -3.61  -0.88  0.033
H  0.68  -3.32  -1.42  0.044
O  3.06  -2.71  0.82  -0.075
H  3.69  -2.03  0.56  0.036
H  2.75  -2.73  1.73  0.006
O  2.29  -0.99  3.12  -0.070
H  2.45  -0.20  2.60  0.012
H  1.44  -0.71  3.46  0.020
O  0.95  0.90  1.87  -0.073
H  1.12  1.47  1.13  0.028
H  0.29  0.29  1.47  0.053

Computed properties:
**M**: 132.2 g/mol
**Structure (SMILES)**: CC(C)O.O.O.O.O
**Highest occupied orbital energy**: -10.74 eV
**Kohn-Sham gap**: 11.40 eV



Arrangement Q

Density functional theory data (ωB97M-V/def2-TZVPD) for a cluster of 5 separate species, C3H16O5 in total.

Each line ends with the Löwdin charge.
Positions of all 24 atoms, in Å:
C  0.01  -2.06  -0.32  -0.144
O  -0.61  -1.36  0.74  -0.146
H  -0.70  -2.68  -0.88  0.086
H  0.50  -1.39  -1.03  0.076
H  0.80  -2.70  0.09  0.077
H  -1.54  -1.19  0.50  0.038
C  3.66  -0.22  0.10  -0.151
O  3.05  -0.02  1.36  -0.122
H  3.48  -1.22  -0.32  0.081
H  3.24  0.49  -0.60  0.077
H  4.75  -0.10  0.15  0.077
H  2.90  -0.89  1.74  0.084
C  -3.25  0.05  -0.96  -0.103
O  -3.33  -0.90  0.13  -0.142
H  -4.22  0.54  -1.04  0.086
H  -2.45  0.74  -0.75  0.076
H  -3.00  -0.54  -1.85  0.086
H  -4.05  -0.60  0.69  0.084
O  -0.16  4.01  -0.24  -0.078
H  -0.10  3.06  -0.09  -0.020
H  -0.81  4.29  0.41  0.027
O  0.45  1.24  0.58  -0.064
H  1.36  1.06  0.83  0.012
H  0.01  0.39  0.76  0.004

Computed properties:
**M**: 132.2 g/mol
**Structure (SMILES)**: CO.CO.CO.O.O
**Highest occupied orbital energy**: -10.52 eV
**Kohn-Sham gap**: 11.08 eV



Best to worst by energy: arrangement P, arrangement Q.



Arrangement P

Density functional theory data (ωB97M-V/def2-TZVPD) for a cluster of 8 separate species, BH18O7 in total.

Each line ends with the Löwdin charge.
Positions of all 26 atoms, in Å:
B  0.28  0.47  -0.60  -0.421
H  0.20  0.36  -1.81  -0.030
H  -0.49  1.36  -0.25  -0.044
H  -0.10  -0.55  -0.01  -0.019
H  1.43  0.71  -0.19  -0.039
O  -3.14  0.59  -1.59  -0.076
H  -2.19  0.55  -1.30  -0.004
H  -3.64  0.99  -0.88  0.012
O  -1.91  -2.15  -2.81  -0.058
H  -1.54  -1.33  -2.48  -0.009
H  -1.19  -2.42  -3.39  0.028
O  4.19  -1.46  -0.07  -0.041
H  5.04  -1.51  0.39  0.042
H  3.73  -0.78  0.41  0.031
O  -1.36  -0.22  2.47  -0.059
H  -1.14  -0.20  1.54  -0.023
H  -0.68  0.30  2.85  -0.004
O  1.05  1.51  2.56  -0.085
H  1.71  0.78  2.54  0.058
H  0.98  1.87  1.67  0.007
O  1.97  -1.92  -1.76  -0.082
H  1.47  -1.15  -1.54  -0.092
H  2.85  -1.63  -1.47  -0.009
O  -2.67  2.16  2.19  -0.057
H  -2.31  2.44  1.34  0.022
H  -2.54  1.24  2.19  -0.051

Computed properties:
**M**: 140.9 g/mol
**Highest occupied orbital energy**: -6.53 eV
**Net charge**: -1
**Kohn-Sham gap**: 9.12 eV



Arrangement Q

Density functional theory data (ωB97M-V/def2-TZVPD) for a cluster of 8 separate species, BH18O7 in total.

Each line ends with the Löwdin charge.
Positions of all 26 atoms, in Å:
B  1.14  0.05  0.84  -0.427
H  1.06  0.05  2.09  -0.023
H  0.05  0.33  0.36  -0.063
H  1.90  0.95  0.54  -0.052
H  1.59  -1.07  0.42  -0.036
O  -2.80  0.36  -0.46  -0.059
H  -1.99  0.17  -0.91  0.016
H  -3.51  -0.05  -1.04  0.091
O  -1.28  -2.60  1.51  -0.079
H  -1.89  -2.58  0.75  0.029
H  -0.71  -1.85  1.34  -0.020
O  1.07  1.41  -2.23  -0.083
H  0.61  2.19  -2.50  0.004
H  0.82  1.26  -1.29  -0.022
O  -0.46  3.27  1.62  -0.064
H  -0.35  3.72  0.77  0.038
H  0.08  2.48  1.45  -0.002
O  -0.23  -2.44  -1.56  -0.071
H  0.26  -1.77  -1.07  -0.025
H  0.46  -3.10  -1.63  0.033
O  -2.39  0.89  2.22  -0.068
H  -1.55  1.29  2.21  -0.045
H  -2.54  0.83  1.25  -0.014
O  3.76  -1.58  -1.75  -0.095
H  3.83  -0.62  -1.90  0.042
H  3.10  -1.59  -1.03  -0.003

Computed properties:
**M**: 140.9 g/mol
**Highest occupied orbital energy**: -6.39 eV
**Net charge**: -1
**Kohn-Sham gap**: 9.24 eV



Best to worst by energy: arrangement P, arrangement Q.



Arrangement P

Density functional theory data (ωB97M-V/def2-TZVPD) for an isolated molecule of C3H4NP.

Each line ends with the Löwdin charge.
Positions of all 9 atoms, in Å:
C  0.06  1.02  0.20  -0.247
C  0.95  0.20  0.92  -0.046
C  -1.03  -0.60  -0.75  -0.749
N  -1.04  0.65  -0.59  -0.023
P  -0.03  -1.99  -0.78  0.867
H  0.37  2.09  0.28  0.099
H  2.05  0.62  0.96  0.093
H  -1.98  -1.03  -1.17  0.047
H  0.64  -0.95  0.94  -0.040

Computed properties:
**M**: 85.0 g/mol
**Highest occupied orbital energy (spin up / spin down)**: -8.32 / -8.37 eV
**Kohn-Sham gap (spin up / spin down)**: 6.64 / 6.59 eV



Arrangement Q

Density functional theory data (ωB97M-V/def2-TZVPD) for an isolated molecule of C3H4NP.

Each line ends with the Löwdin charge.
Positions of all 9 atoms, in Å:
C  -0.75  0.19  -0.07  -0.042
C  0.40  0.93  0.02  -0.271
N  1.60  0.36  0.53  -0.415
C  2.07  -0.96  0.22  -0.391
P  3.21  0.17  -0.16  0.888
H  -1.79  0.72  -0.22  0.069
H  -0.91  -0.94  -0.01  0.055
H  0.44  1.98  -0.13  0.078
H  1.54  -1.83  -0.04  0.029

Computed properties:
**M**: 85.0 g/mol
**Structure (SMILES)**: C=CN1C=P1
**Highest occupied orbital energy (spin up / spin down)**: -7.42 / -7.43 eV
**Kohn-Sham gap (spin up / spin down)**: 7.00 / 7.00 eV



Best to worst by energy: arrangement Q, arrangement P.



Arrangement P

Density functional theory data (ωB97M-V/def2-TZVPD) for an isolated molecule of C7H9N.

Each line ends with the Löwdin charge.
Positions of all 17 atoms, in Å:
C  -2.97  0.01  -0.40  0.110
C  -1.89  0.02  0.17  -0.092
C  -0.59  -0.42  0.71  -0.370
N  0.06  -1.62  0.18  -0.008
C  1.43  -1.28  -0.33  -0.091
C  1.06  0.24  -0.61  -0.200
C  0.91  1.74  -0.18  -0.071
C  0.47  0.66  0.61  -0.412
H  -3.87  0.51  -0.73  0.034
H  -0.77  -0.35  1.91  0.179
H  -0.56  -1.95  -0.55  0.109
H  1.67  -1.91  -1.18  0.103
H  2.15  -1.34  0.48  0.102
H  0.07  0.29  -1.26  0.151
H  0.05  2.22  -0.76  0.118
H  1.58  2.65  0.46  0.176
H  1.20  0.51  1.48  0.162

Computed properties:
**M**: 107.2 g/mol
**Structure (SMILES)**: C#C[C@H]1NC[C@@H]2C[C@H]21
**Highest occupied orbital energy**: -9.08 eV
**Kohn-Sham gap**: 10.05 eV



Arrangement Q

Density functional theory data (ωB97M-V/def2-TZVPD) for a structure of composition C7H9N.

Each line ends with the Löwdin charge.
Positions of all 17 atoms, in Å:
C  -1.65  -0.27  0.40  -0.392
C  -0.33  0.37  0.73  -0.241
C  0.54  1.40  0.09  -0.054
C  1.75  0.96  -0.19  -0.138
C  2.08  -0.43  -0.09  -0.125
C  1.12  -1.39  -0.06  -0.017
C  -0.29  -0.78  -0.20  -0.194
H  -2.80  1.27  -0.37  0.173
H  -3.58  -0.59  -0.41  0.204
H  -2.06  -0.83  1.31  0.146
H  0.15  0.12  1.70  0.161
H  0.10  2.34  -0.02  0.087
H  2.44  1.46  -0.92  0.126
H  3.14  -0.75  -0.10  0.112
H  1.27  -2.40  0.09  0.062
H  -0.29  -0.59  -1.26  0.126
N  -2.52  0.12  -0.58  -0.034

Computed properties:
**M**: 107.2 g/mol
**Highest occupied orbital energy**: -8.03 eV
**Kohn-Sham gap**: 8.72 eV



Best to worst by energy: arrangement Q, arrangement P.